No. 1
Density functional theory data (ωB97M-V/def2-TZVPD) for a structure of composition C3H7N2O2P.

The geometry in XYZ format:
```
15
Properties=species:S:1:pos:R:3:forces:R:3
C -0.3822 0.8799 -0.4378 -0.7 -0.2 0.8
C -2.6348 -0.0058 0.3337 1.5 2.5 2.1
C -1.5771 0.4756 -0.6853 -2.1 -1.2 -1.3
N 0.7248 1.1820 -0.0470 1.8 0.3 -0.2
N 1.1471 -1.5742 -0.2884 -0.7 1.0 2.5
O 2.3963 0.0648 1.5192 1.0 2.3 -0.6
O 2.9870 0.2531 -1.1157 -2.1 -3.1 0.7
P 1.7979 -0.1700 0.0278 0.6 -0.1 -0.9
H -3.5882 0.4513 0.1790 -0.6 0.5 -0.7
H -2.3690 0.4612 1.3830 -0.2 -1.4 -1.8
H -2.8410 -1.0541 0.3921 0.5 -0.7 0.0
H -1.8226 0.3296 -1.7625 0.2 0.3 0.9
H 0.3906 -1.7269 0.5158 2.0 0.2 -2.2
H 2.7450 1.0270 1.6969 -1.1 -2.6 -0.6
H 3.0262 -0.5935 -1.7108 0.0 2.2 1.4
```
Forces are in eV/Å.

Results
E_LUMO (eV): 0.5
F_max (hartree/bohr): 0.0735
HOMO energy (eV): -9.07
Energy relative to the best compared isomer or geometry (same formula, charge and spin) (kJ/mol): 73.9
Calculated total energy (hartree): -719.84830

Mulliken atomic charge list, values in e, 2 entries: C 0.494; C -1.048

=====

No. 2
Density functional theory data (ωB97M-V/def2-TZVPD) for a structure of composition C34H26ClN2O4PSeSr.

The geometry in XYZ format:
```
70
Properties=species:S:1:pos:R:3:forces:R:3
Sr 0.2278 0.2619 -0.4986 -0.1 0.2 0.3
O -1.4365 2.3834 0.0090 0.1 -0.1 0.0
C -0.2391 2.7078 -0.1118 0.0 -0.1 0.0
C 0.2117 4.1179 0.0216 0.0 -0.1 0.0
C -0.5933 5.2508 0.0165 0.0 0.0 0.0
C -0.0122 6.5046 0.1048 0.0 0.0 0.0
C 1.3711 6.6176 0.2058 0.0 0.0 0.0
C 2.1799 5.4888 0.2210 0.0 -0.1 0.0
C 1.6026 4.2255 0.1208 0.1 0.1 0.0
P 2.5388 2.6348 0.0834 0.0 0.1 0.0
C 4.2585 3.2619 0.2669 0.0 0.0 0.0
C 4.8445 3.6162 1.4809 0.0 0.0 0.0
C 6.1410 4.1078 1.5202 0.0 0.0 0.0
C 6.8675 4.2562 0.3462 0.0 0.0 0.0
C 6.2966 3.9039 -0.8681 0.0 0.0 0.0
C 5.0027 3.4028 -0.9029 0.0 0.0 0.0
C 2.2674 1.9715 1.7782 0.0 0.0 0.0
C 1.5276 2.6137 2.7703 0.0 0.0 0.0
C 1.4127 2.0550 4.0354 0.0 0.0 0.0
C 2.0339 0.8480 4.3266 0.0 0.0 0.0
C 2.7686 0.1970 3.3446 0.0 0.0 0.0
C 2.8767 0.7510 2.0766 0.0 0.0 0.0
H -1.6674 5.1285 -0.0602 0.0 0.0 0.0
H -0.6276 7.3956 0.0946 0.0 0.0 0.0
H 1.8276 7.5975 0.2720 0.0 0.0 0.0
H 3.2533 5.5990 0.3040 0.0 0.0 0.0
H 4.2874 3.5075 2.4038 0.0 0.0 0.0
H 6.5856 4.3772 2.4700 0.0 0.0 0.0
H 7.8790 4.6405 0.3797 0.0 0.0 0.0
H 6.8608 4.0101 -1.7858 0.0 0.0 0.0
H 4.5617 3.1137 -1.8505 0.0 0.0 0.0
H 1.0437 3.5583 2.5553 0.0 0.0 0.0
H 0.8329 2.5624 4.7964 0.0 0.0 0.0
H 1.9452 0.4153 5.3152 0.0 0.0 0.0
H 3.2576 -0.7433 3.5655 0.0 0.0 0.0
H 3.4471 0.2336 1.3120 0.0 0.0 0.0
C 3.2485 -5.9267 -2.9380 0.0 0.0 0.0
C 1.9122 -5.3878 -3.3651 0.0 0.0 0.0
C 0.8377 -6.2437 -3.5831 0.0 0.0 0.0
C -0.3861 -5.7433 -3.9904 0.0 0.0 0.0
Cl -1.7099 -6.8434 -4.2536 0.0 0.0 0.0
C -0.5740 -4.3894 -4.2031 0.0 0.0 0.0
C 0.4880 -3.5245 -3.9879 0.0 0.0 0.0
C 1.7129 -4.0204 -3.5664 0.0 0.0 0.0
O 2.7684 -3.1473 -3.3894 -0.1 0.0 0.0
C 2.9504 -2.7667 -2.0426 0.1 0.1 0.0
C 1.9534 -1.7313 -1.5324 0.0 0.0 0.0
O 1.3546 -0.9762 -2.3399 0.0 -0.1 0.1
O 1.8182 -1.6701 -0.2755 0.0 0.0 0.1
H 3.3868 -6.9411 -3.3102 0.0 0.0 0.0
H 3.3398 -5.9626 -1.8502 0.0 0.0 0.0
H 4.0540 -5.3002 -3.3174 0.0 0.0 0.0
H 0.9610 -7.3099 -3.4427 0.0 0.0 0.0
H -1.5328 -4.0198 -4.5393 0.0 0.0 0.0
H 0.3910 -2.4589 -4.1393 0.0 0.0 0.0
H 3.9423 -2.3150 -1.9752 0.0 0.0 0.0
H 2.9209 -3.6272 -1.3701 0.0 0.0 0.0
Se 0.3268 -2.1858 2.5187 0.1 -0.3 -0.1
N -0.4708 -0.6974 1.9857 0.0 0.2 -0.2
C -1.0542 -0.1581 3.0499 0.0 0.0 -0.3
C -1.8050 1.0579 3.0363 0.0 0.1 0.1
C -2.3343 1.4914 4.2053 0.0 0.0 -0.1
C -2.1606 0.7691 5.4332 0.0 0.0 0.0
C -1.4685 -0.3931 5.4825 0.0 0.0 0.0
C -0.8952 -0.8992 4.2731 0.0 -0.1 0.1
N -0.2043 -2.0244 4.1847 0.0 0.1 0.1
H -1.9265 1.6069 2.1111 0.0 0.0 0.0
H -2.9041 2.4117 4.2205 0.0 0.0 0.0
H -2.6040 1.1667 6.3370 0.0 0.0 0.0
H -1.3414 -0.9495 6.4008 0.0 0.0 0.0
```
Forces are in eV/Å.

Results
E_LUMO (eV): -1.1
F_max (hartree/bohr): 0.0082
HOMO energy (eV): -6.97
Energy relative to the best compared isomer or geometry (same formula, charge and spin) (kJ/mol): 0.0
Calculated total energy (hartree): -4955.46478

Mulliken atomic charge list, values in e, 2 entries: Sr 1.827; O -0.758

=====

No. 3
Density functional theory data (ωB97M-V/def2-TZVPD) for a structure of composition C38H35F6N6O5Ti.

The geometry in XYZ format:
```
91
Properties=species:S:1:pos:R:3:forces:R:3
Ti -0.7084 0.1547 -0.3780 0.7 0.2 -1.7
O 0.8372 -0.8250 -0.5375 1.8 -1.8 0.1
C 1.3736 -1.9281 0.1233 0.3 0.6 -1.8
C 0.3578 -2.5184 1.1456 -0.8 -0.4 -0.3
C -0.3026 -1.5335 2.1301 2.4 -0.7 -0.2
C -0.4060 -1.9124 3.4722 -1.2 0.0 0.4
C -1.0477 -1.0244 4.3620 0.7 0.0 -0.3
C -1.3664 0.2606 3.8911 -0.7 -1.9 0.9
C -1.3178 0.4518 2.5373 0.7 2.5 -0.5
C -1.8864 1.7486 2.0153 -0.1 2.1 -0.1
C -0.8705 2.6684 1.1702 1.9 -1.9 0.2
O -0.4422 1.8856 0.0424 -0.4 3.0 2.1
C -1.5273 3.9330 0.6901 -0.2 0.5 1.4
C -1.7904 4.9431 1.6519 -0.6 0.0 -0.5
C -2.3135 6.1671 1.1904 -0.5 -1.9 -2.0
C -2.7677 6.2706 -0.1656 1.1 -0.3 0.6
C -2.4813 5.2513 -1.0797 -0.4 0.7 0.7
C -1.8257 4.1162 -0.6349 -0.1 -0.5 -1.3
C 0.4537 3.0967 1.9906 0.0 0.0 -1.8
C 1.5065 3.7333 1.2580 -0.6 -0.3 0.4
C 2.5735 4.2906 1.9588 0.1 0.1 0.0
C 2.6672 4.1545 3.3493 1.1 1.0 0.9
C 1.6630 3.5490 4.0661 -0.2 -0.2 0.1
C 0.6008 2.9842 3.3480 -1.4 0.2 1.5
N -0.6218 -0.3174 1.6979 -1.6 -0.9 0.8
C 2.6598 -1.5981 0.8756 1.0 -1.1 1.1
C 3.4666 -2.7451 1.2261 -1.2 0.6 -0.5
C 4.5368 -2.6036 2.0492 0.7 0.5 0.4
C 4.8325 -1.3491 2.6125 0.1 -0.5 -0.1
C 4.0639 -0.2211 2.3405 0.5 -0.9 -0.3
C 3.0184 -0.3446 1.4027 -0.9 -0.1 0.2
C 1.7684 -3.0300 -1.0125 -1.1 0.5 0.6
C 0.7863 -3.9016 -1.4928 -0.6 -0.6 0.2
C 1.0871 -5.0009 -2.2815 0.9 -0.1 -0.9
C 2.4080 -5.2034 -2.7592 -1.4 2.7 2.2
C 3.3764 -4.2341 -2.4314 -2.0 -0.5 0.4
C 3.0309 -3.1538 -1.5769 0.6 -0.7 -0.9
H 0.9233 -3.2567 1.7347 -0.6 -0.1 -0.2
H -0.4988 -3.0188 0.5803 1.2 0.5 0.7
H -0.0749 -2.9290 3.7506 -0.4 0.8 0.0
H -1.3238 -1.3003 5.3863 0.5 0.0 -0.3
H -1.7930 1.0109 4.5525 -0.1 -0.2 -0.2
H -2.3074 2.3207 2.9019 0.5 -0.5 -1.0
H -2.7382 1.6763 1.3043 0.5 -0.6 0.5
H -1.6740 4.6498 2.7292 0.3 0.9 -1.1
H -2.4184 7.0466 1.7445 -0.3 0.9 1.4
H -3.2533 7.1924 -0.4729 0.1 -0.1 0.0
H -2.7417 5.2954 -2.1354 -0.1 0.3 0.3
H -1.5986 3.3727 -1.4115 0.1 0.0 0.8
H 1.4138 3.7933 0.1640 0.1 0.1 0.6
H 3.3215 4.9429 1.4961 -0.2 -0.6 -0.3
H 3.5242 4.6159 3.9313 -1.1 -0.5 -1.0
H 1.6486 3.5899 5.1736 0.1 -0.3 -0.9
H -0.2533 2.6150 3.9445 0.6 0.0 -0.4
H 3.2576 -3.7625 0.8528 -0.2 0.8 0.1
H 5.1669 -3.4784 2.2357 -0.1 0.4 0.2
H 5.7075 -1.3317 3.2432 0.0 0.4 0.3
H 4.3323 0.6987 2.8666 -0.4 -0.1 -0.5
H 2.3963 0.5351 1.1819 0.2 -0.5 -0.1
H -0.2815 -3.8145 -1.2618 0.5 0.3 0.3
H 0.2815 -5.6871 -2.5950 0.5 0.4 0.2
H 2.5703 -6.0430 -3.3301 0.8 -1.7 -1.3
H 4.3568 -4.4082 -2.8103 0.7 0.4 -0.1
H 3.8064 -2.4237 -1.4012 0.0 0.1 0.4
N 0.4630 -2.8224 -5.2116 0.3 -0.2 0.5
N 1.0345 -1.6958 -5.9033 -0.8 -0.1 0.1
C 0.9423 -0.5384 -5.2090 -2.5 0.5 3.8
N 1.1454 0.6722 -5.7320 1.6 1.2 -2.4
N 0.3532 -0.6595 -3.9889 1.0 -0.2 -1.7
N 0.0568 0.4702 -3.3026 -0.6 -1.8 -0.3
O 0.6501 1.5541 -3.4508 1.1 2.2 0.2
O -0.8493 0.3097 -2.3725 -0.9 0.2 -0.1
H -0.2931 -3.2302 -5.7593 0.0 0.5 -0.2
H 0.0340 -2.3605 -4.3408 0.8 -0.7 -1.3
H 1.6102 -1.7794 -6.7260 0.0 -0.4 0.5
H 1.6632 0.6748 -6.6274 -0.5 0.3 1.0
H 1.1788 1.4849 -5.0515 -0.1 -1.3 -0.5
C -3.7540 -1.5715 -2.0816 0.0 0.1 0.2
C -3.6046 -1.2883 -0.5848 1.6 1.3 0.1
O -2.3449 -0.6982 -0.2419 -4.2 -2.5 -0.2
C -3.7101 -2.6292 0.2316 1.2 0.0 -2.3
F -4.8772 -3.3011 0.0193 0.9 0.4 0.4
F -2.6655 -3.3826 -0.3304 -1.4 0.0 0.9
F -3.4574 -2.5591 1.5164 -0.3 0.0 0.4
C -4.6383 -0.2459 -0.1480 0.5 1.0 -0.5
F -4.2604 1.0326 -0.6378 -1.3 -2.3 0.8
F -5.9231 -0.5124 -0.5445 1.2 0.5 0.2
F -4.6235 -0.1856 1.1835 -0.6 0.6 0.2
H -2.8839 -2.1617 -2.3306 0.0 -0.2 -0.4
H -3.6872 -0.6293 -2.6278 0.1 0.0 0.1
H -4.7015 -2.0640 -2.3508 0.4 0.0 0.2
```
Forces are in eV/Å.

Results
Spin multiplicity: 3
E_LUMO (spin up / spin down) (eV): 2.6 / 2.6
F_max (hartree/bohr): 0.0949
HOMO energy (spin up / spin down) (eV): -2.16 / -5.55
Expectation value of S²: 2.0132
Charge: -1
Calculated total energy (hartree): -3622.47329

Mulliken atomic charge list, values in e, 2 entries: Ti -0.207; O -0.342

=====

No. 4
Density functional theory data (ωB97M-V/def2-TZVPD) for a structure of composition C46H46BrN2P2ReTe.

The geometry in XYZ format:
```
99
Properties=species:S:1:pos:R:3:forces:R:3
Re -0.1004 0.3070 -1.2381 0.4 0.1 -1.0
C -0.2817 -1.9932 -3.7261 -0.1 0.0 -0.1
P 0.3290 -1.9970 -1.9696 0.2 -0.6 -0.4
C -0.5324 -3.4490 -1.2681 0.0 0.2 0.2
C -1.9147 -3.5739 -1.4007 0.1 0.1 -0.1
C -2.5740 -4.6675 -0.8682 -0.1 0.0 0.0
C -1.8588 -5.6547 -0.2085 0.0 0.0 0.0
C -0.4872 -5.5303 -0.0668 0.0 -0.1 0.1
C 0.1747 -4.4287 -0.5779 0.0 0.2 -0.1
C 2.0587 -2.5676 -2.0458 -0.2 0.3 0.1
C 2.4996 -3.4574 -3.0210 -0.1 0.1 0.1
C 3.8317 -3.8288 -3.0540 0.0 -0.1 -0.1
C 4.7261 -3.3252 -2.1226 0.0 0.0 0.0
C 4.2837 -2.4701 -1.1274 0.1 0.0 0.1
C 2.9519 -2.1007 -1.0853 -0.2 0.1 0.1
C -0.8272 -0.6482 -4.0855 -0.2 -0.5 -1.1
C -1.3126 -0.1717 -5.2967 0.4 -0.9 0.7
C -1.7007 1.1590 -5.0841 0.1 0.6 0.9
C -1.4354 1.4438 -3.7545 -0.3 0.5 -0.8
C -1.7567 2.6776 -2.9712 -0.1 0.0 -0.1
P -1.0869 2.5231 -1.2519 -0.5 0.4 -0.2
C -2.4824 2.9156 -0.1402 0.1 -0.2 -0.1
C -3.3956 3.8966 -0.5204 0.1 0.0 0.1
C -4.4404 4.2362 0.3184 0.0 0.1 0.0
C -4.5929 3.6050 1.5426 0.0 -0.1 0.0
C -3.6941 2.6231 1.9231 0.0 0.1 0.1
C -2.6426 2.2854 1.0890 0.2 -0.1 0.0
C 0.0144 3.9457 -1.0396 0.2 -0.2 0.0
C 0.1851 4.5303 0.2138 0.0 -0.1 -0.1
C 1.1419 5.5152 0.3827 0.0 0.1 0.1
C 1.9137 5.9360 -0.6893 0.1 0.0 0.1
C 1.7472 5.3537 -1.9341 0.1 0.0 -0.1
C 0.8096 4.3536 -2.1074 -0.1 -0.1 0.1
N -0.9134 0.3329 -3.1546 0.6 0.4 1.8
H -1.0636 -2.7560 -3.8167 0.2 0.0 0.0
H 0.5260 -2.2566 -4.4161 0.0 -0.1 0.2
H -2.4778 -2.8206 -1.9377 0.0 0.0 0.0
H -3.6467 -4.7536 -0.9753 0.0 0.0 0.0
H -2.3709 -6.5190 0.1864 0.0 -0.1 0.0
H 0.0754 -6.2963 0.4434 0.1 -0.1 0.1
H 1.2444 -4.3397 -0.4602 0.1 0.0 0.0
H 1.8092 -3.8694 -3.7462 0.0 0.0 0.0
H 4.1707 -4.5164 -3.8132 0.1 -0.1 -0.1
H 5.7660 -3.6063 -2.1753 0.1 0.0 0.0
H 4.9743 -2.0887 -0.3894 0.0 0.0 0.1
H 2.5897 -1.4422 -0.3024 0.0 0.0 0.0
H -1.3802 -0.7200 -6.2169 0.0 -0.1 -0.1
H -2.1276 1.8265 -5.8070 -0.1 0.2 -0.1
H -2.8463 2.7956 -2.9151 0.2 0.1 0.1
H -1.3565 3.5748 -3.4583 -0.1 -0.1 0.2
H -3.2808 4.4057 -1.4658 0.0 0.1 -0.1
H -5.1288 5.0099 0.0191 -0.1 0.1 0.0
H -5.4101 3.8717 2.1946 -0.1 0.1 0.1
H -3.7950 2.1301 2.8791 0.0 0.0 0.1
H -1.9309 1.5342 1.4124 -0.1 0.0 -0.1
H -0.4167 4.2109 1.0543 0.0 0.0 0.0
H 1.2877 5.9556 1.3571 0.0 0.1 0.1
H 2.6578 6.7067 -0.5536 0.0 0.1 0.0
H 2.3593 5.6662 -2.7683 0.0 0.0 0.0
H 0.7072 3.8693 -3.0670 0.0 0.0 -0.1
C -2.8751 -2.1464 3.2255 0.0 0.1 0.1
C -3.1401 -1.5533 1.8831 -0.1 0.1 -0.2
C -4.4427 -1.2760 1.4732 0.3 0.1 -0.2
C -4.6510 -0.7581 0.2149 0.1 0.0 -0.1
C -3.5474 -0.5049 -0.5886 -0.2 0.1 -0.3
Br -3.9316 0.0823 -2.3526 0.0 -0.1 0.3
N -2.2912 -0.6947 -0.2031 0.2 0.4 -0.6
C -2.1106 -1.2336 1.0074 0.0 -0.2 0.5
H -3.7203 -2.7530 3.5441 0.0 -0.1 0.0
H -2.7459 -1.3519 3.9616 0.1 0.0 0.1
H -1.9776 -2.7581 3.2084 0.1 -0.1 0.1
H -5.2823 -1.4777 2.1225 -0.1 -0.1 0.1
H -5.6408 -0.5573 -0.1627 0.0 0.0 0.0
H -1.0809 -1.4233 1.2959 -0.1 0.0 -0.1
C 4.4479 -0.5236 6.1816 0.0 0.0 -0.1
C 3.6453 -0.2875 4.9401 -0.1 0.0 -0.2
C 4.2343 0.0905 3.7419 0.0 0.0 0.2
C 3.4856 0.3835 2.6106 0.0 -0.1 -0.1
C 4.1957 0.8347 1.3720 -0.1 0.0 0.0
C 2.0937 0.2806 2.6716 0.0 -0.2 -0.2
Te 0.9140 1.1065 1.0505 0.2 0.1 0.4
C 1.4808 -0.1052 3.8627 -0.1 -0.1 0.0
C -0.0018 -0.2479 4.0366 0.1 0.0 -0.1
C 2.2660 -0.4078 4.9668 0.2 0.1 -0.1
H 5.5099 -0.4050 5.9872 0.1 0.0 0.1
H 4.2633 -1.5278 6.5597 0.1 -0.1 0.1
H 4.1527 0.1845 6.9568 0.1 0.0 0.0
H 5.3097 0.1872 3.6999 0.1 0.0 -0.1
H 5.2568 0.6134 1.4389 0.1 0.0 -0.1
H 4.0837 1.9121 1.2446 0.0 0.1 -0.1
H 3.7870 0.3477 0.4874 0.0 0.0 -0.2
H -0.5454 0.2244 3.2198 -0.2 -0.1 -0.1
H -0.3258 0.2077 4.9707 0.0 0.0 0.0
H -0.2438 -1.3075 4.0800 -0.2 -0.1 -0.1
H 1.7824 -0.7211 5.8823 -0.1 0.0 0.1
C 1.7727 0.9665 -2.2454 -0.9 -0.2 0.5
H 2.1977 1.8299 -1.7281 0.0 -0.1 0.0
H 1.5808 1.2504 -3.2824 -0.2 -0.1 0.1
H 2.5211 0.1712 -2.2573 -0.1 0.0 0.1
```
Forces are in eV/Å.

Results
Spin multiplicity: 2
E_LUMO (spin up / spin down) (eV): -4.5 / -3.7
F_max (hartree/bohr): 0.0366
HOMO energy (spin up / spin down) (eV): -9.75 / -9.73
Expectation value of S²: 1.2403
Charge: +1
Calculated total energy (hartree): -5492.83197

Mulliken atomic charge list, values in e, 2 entries: Re 1.594; C -1.739